1.
A molecular structure, C22H66O11 at a distorted geometry, computed with ωB97M-V with the def2-TZVPD basis set.

Cartesian coordinates (Å):
C  -0.7671  4.6638  0.0104
C  -0.3980  3.2064  -0.3492
O  -0.7945  2.2296  0.5402
H  -1.6041  4.8828  -0.6526
H  0.1207  5.2672  -0.1794
H  -0.8992  4.8629  1.0739
H  0.6875  3.1443  -0.4262
H  -0.7405  2.8426  -1.3179
H  -1.7078  2.4451  0.7424
C  0.6171  -1.8068  1.9128
C  1.3169  -3.1619  2.3709
O  2.2901  -2.9292  3.3068
H  1.4332  -1.1744  1.5633
H  0.0936  -1.3075  2.7282
H  -0.0376  -2.0583  1.0784
H  1.7423  -3.6714  1.5063
H  0.5959  -3.8579  2.7997
H  1.8325  -2.7146  4.1229
C  1.0140  0.1118  0.0520
C  -0.4887  -0.0515  0.3006
O  -0.9863  0.5918  1.4547
H  1.3656  -0.7842  -0.4596
H  1.5177  0.1805  1.0162
H  1.0802  1.0056  -0.5683
H  -0.7405  -1.1117  0.2759
H  -0.9988  0.4844  -0.4998
H  -0.7937  1.5223  1.3179
C  2.9029  0.0521  2.6083
C  3.3015  0.8006  1.3434
O  3.7807  2.0748  1.6257
H  2.0014  0.4548  3.0701
H  3.6535  0.1890  3.3868
H  2.6756  -0.9939  2.4029
H  2.5333  0.8156  0.5703
H  4.1033  0.3276  0.7765
H  4.3254  1.9502  2.4064
C  0.0024  -0.2952  -2.8400
C  -0.5567  -1.6003  -3.3183
O  -1.7413  -1.7948  -2.7124
H  0.9740  -0.0868  -3.2879
H  0.2444  -0.1940  -1.7820
H  -0.6854  0.5394  -2.9763
H  0.1069  -2.4649  -3.3345
H  -0.8824  -1.4502  -4.3476
H  -2.2495  -0.9886  -2.8279
C  1.1229  2.6846  2.1927
C  1.5326  4.1114  1.9769
O  2.9201  4.1531  2.0714
H  0.0365  2.6597  2.2774
H  1.5699  2.2369  3.0804
H  1.4422  1.9315  1.4723
H  1.0131  4.7100  2.7251
H  1.1685  4.5670  1.0560
H  3.2813  3.4899  1.4788
C  2.3418  -3.0201  -0.8669
C  1.3461  -3.0581  -1.9795
O  1.5284  -2.0895  -2.9404
H  2.5040  -2.0072  -0.4985
H  3.2623  -3.5676  -1.0694
H  1.9613  -3.6173  -0.0382
H  0.3060  -3.1276  -1.6610
H  1.5110  -3.9793  -2.5384
H  2.4331  -2.0987  -3.2615
C  -3.1739  1.3822  -1.6775
C  -3.7159  0.2245  -2.4921
O  -2.7546  -0.2191  -3.4757
H  -2.6334  2.1354  -2.2509
H  -2.5831  0.8980  -0.8998
H  -3.9152  2.1195  -1.3694
H  -4.7080  0.5238  -2.8303
H  -3.9025  -0.5738  -1.7738
H  -2.6782  0.3273  -4.2613
C  -2.3604  -1.8531  -0.0263
C  -3.4477  -2.5184  0.8110
O  -3.4570  -3.9240  1.0466
H  -2.4545  -0.7718  -0.1265
H  -2.3074  -2.3211  -1.0092
H  -1.3773  -2.0232  0.4127
H  -4.4310  -2.3214  0.3838
H  -3.5481  -1.9944  1.7615
H  -4.3568  -4.2515  0.9790
C  3.0425  -0.3319  -1.4829
C  3.7648  0.0819  -2.7053
O  4.3547  -1.0418  -3.2994
H  2.2699  0.3486  -1.1249
H  3.5640  -0.5966  -0.5631
H  2.3621  -1.1687  -1.6407
H  4.4854  0.8390  -2.3962
H  3.1086  0.3623  -3.5293
H  5.1527  -1.2303  -2.8001
C  -3.3333  1.0239  1.4083
C  -4.0786  -0.0509  2.2038
O  -4.5776  0.4936  3.3147
H  -4.0412  1.6741  0.8943
H  -2.7002  0.5310  0.6705
H  -2.7209  1.5899  2.1102
H  -3.3275  -0.7984  2.4590
H  -4.9016  -0.4944  1.6433
H  -5.1400  -0.1959  3.6751

Force components x, y, z for each atom (eV/Å):
C 0.3 -0.8 -0.9
C 1.9 1.3 -1.0
O -1.7 10.0 -6.7
H -0.1 0.8 0.5
H -0.4 0.3 -0.7
H -0.7 -0.4 -0.1
H 0.1 -0.1 0.2
H -0.3 0.7 -0.3
H -0.9 0.0 -0.2
C 1.5 -3.1 0.6
C -2.4 0.7 -1.0
O 1.5 0.1 1.3
H -1.3 -1.2 0.3
H -0.1 -0.1 -0.2
H 0.7 -0.4 1.1
H 0.1 0.2 0.6
H -0.4 -0.1 -0.2
H 0.2 0.1 0.2
C -4.0 -0.6 1.3
C 0.9 1.2 0.2
O 1.1 -9.4 4.3
H -0.8 0.7 0.7
H -2.0 0.0 -1.2
H 0.4 0.1 0.4
H 1.3 3.3 -0.4
H 0.2 -0.8 -0.5
H 1.6 -2.8 3.6
C 0.0 0.2 -0.1
C 1.8 -0.6 -0.6
O 1.2 -0.8 0.1
H -0.1 0.0 -0.3
H 0.4 -0.4 -0.1
H 1.1 0.4 0.6
H 1.9 1.4 1.1
H 0.3 -0.7 0.7
H 0.2 0.6 0.1
C 1.5 1.4 0.4
C -1.9 0.7 -2.0
O 0.8 -6.0 4.1
H -0.4 0.5 -0.5
H -0.4 -0.9 -0.7
H 0.0 0.0 -0.5
H -2.6 0.8 -0.5
H 0.8 0.2 -1.3
H 1.6 -1.9 0.8
C -1.0 -0.6 0.7
C 0.4 -0.6 0.0
O 0.0 3.2 0.6
H 0.6 -0.1 0.6
H -0.2 0.9 0.4
H -0.5 1.0 -0.4
H 0.6 0.2 0.6
H 0.4 -0.4 -0.1
H -0.1 0.0 0.1
C -0.2 -1.2 1.9
C 0.9 -2.6 -0.3
O 3.9 0.3 -0.7
H 0.2 -1.7 0.6
H 0.3 0.6 -0.5
H -0.2 0.1 -0.4
H 0.0 0.7 0.2
H -0.2 -0.8 0.4
H 0.7 -0.2 0.1
C 0.3 0.6 -0.6
C -0.8 1.6 0.2
O -5.7 5.8 -3.0
H 0.9 -0.7 -0.6
H -0.1 1.3 -0.4
H -0.7 -0.9 0.9
H 0.1 -0.4 -1.0
H 0.3 -0.5 -0.5
H -0.2 0.4 0.1
C -1.3 -3.0 0.2
C -1.8 0.8 0.5
O 1.2 -0.4 -0.3
H -0.6 -1.1 0.0
H -0.1 0.2 0.2
H -2.0 -1.7 0.2
H -0.1 0.4 -0.6
H 0.5 -1.3 -0.4
H 0.1 0.2 -0.1
C -1.3 0.6 0.1
C -0.3 -0.1 0.3
O 1.4 -1.0 -0.5
H 2.2 0.7 -1.6
H 0.9 0.1 -0.8
H 1.3 1.5 -1.1
H 0.2 0.4 -0.7
H -0.3 1.0 0.5
H 0.1 -0.4 -0.1
C -1.8 -0.3 -0.2
C 2.0 0.4 -2.2
O -1.7 1.3 3.1
H -0.3 0.2 0.2
H -0.9 0.8 1.0
H -0.3 0.0 0.0
H 0.0 0.4 0.2
H 0.2 -0.2 -0.6
H -0.2 0.3 0.6

The energy above the lowest of the compared OMol25 structures with the same formula, charge and spin is 2330.6 kJ/mol. Its maximum force is 12.17 eV/A. For the total energy, the calculation gives -1704.5287 a.u. Its orbital gap is 8.33 eV.

=====

2.
8 unconnected molecules or ions with the total composition H17O8 at a distorted geometry, computed with ωB97M-V with the def2-TZVPD basis set.

Cartesian coordinates (Å):
O  -1.0052  0.7352  -0.8558
H  -0.9072  -0.2218  -0.7388
H  -0.1082  0.9152  -1.2178
H  -1.2272  1.2152  0.0032
O  1.0188  0.2002  2.9622
H  0.5588  0.0972  2.1302
H  1.8188  -0.3278  2.9162
O  1.1678  2.3452  0.8432
H  1.9728  2.6122  0.4622
H  1.3068  2.3832  1.8062
O  -2.0552  -1.7058  0.0642
H  -1.7672  -2.5098  -0.3568
H  -3.0102  -1.6318  -0.0668
O  -1.9632  1.1572  1.5642
H  -1.7152  1.5272  2.4632
H  -2.3772  0.3022  1.7572
O  1.3688  0.9632  -1.8048
H  1.5838  0.5502  -2.6028
H  2.2438  1.2322  -1.5168
O  0.8618  -0.9788  0.3152
H  0.7678  -1.9308  0.3962
H  1.7428  -0.8788  -0.0308
O  -0.4232  -1.7938  -2.6878
H  0.4138  -2.1418  -2.2208
H  -0.2662  -2.1138  -3.5848

Force components x, y, z for each atom (eV/Å):
O -0.4 0.5 -0.5
H -0.9 -0.9 0.8
H 0.8 1.1 0.0
H 0.2 -0.6 0.1
O -0.1 0.5 0.7
H 0.1 -0.3 -0.4
H -0.1 -0.1 -0.1
O -1.6 -0.6 1.0
H 1.6 0.8 -0.6
H 0.0 -0.2 -0.4
O -0.1 0.8 0.4
H -0.2 -0.5 -0.4
H 0.2 -0.3 -0.2
O 0.4 0.4 1.5
H -0.4 -0.5 -1.6
H 0.1 0.2 0.0
O 0.3 0.7 1.4
H -0.1 -1.2 -2.4
H -0.1 0.5 0.6
O -0.5 -0.4 -0.1
H -0.2 -0.2 0.3
H 0.6 0.4 -0.2
O 2.4 -0.9 1.2
H -2.0 0.8 -0.9
H -0.3 0.1 -0.1

The energy above the lowest of the compared OMol25 structures with the same formula, charge and spin is 113.0 kJ/mol. Its maximum force is 2.79 eV/A. Its total charge is +1. For the total energy, the calculation gives -611.8683 a.u. Its orbital gap is 10.83 eV.

=====

3.
C5H12N2 in the gas phase, computed with ωB97M-V with the def2-TZVPD basis set.

Cartesian coordinates (Å):
C  0.0754  0.4213  -0.1667
C  0.7553  -0.9526  -0.3734
C  1.0731  -1.2757  -1.8020
C  2.2917  -1.5561  -2.2423
N  -1.2895  0.3126  0.3140
C  -1.5576  0.6183  1.7046
N  -1.0107  1.8739  2.2100
H  0.0503  0.9378  -1.1327
H  0.7364  0.9945  0.4869
H  1.6461  -1.0665  0.2453
H  0.0796  -1.7517  -0.0580
H  0.1763  -1.4202  -2.4043
H  2.4712  -1.7231  -3.3042
H  3.1622  -1.5380  -1.6052
H  -1.9386  0.8009  -0.2866
H  -1.0965  -0.1900  2.2802
H  -2.6415  0.6133  1.8165
H  -0.4027  2.4179  1.6208
H  -1.7035  2.4559  2.6522

Force components x, y, z for each atom (eV/Å):
C 0.2 -0.5 -0.4
C 0.0 -0.6 0.0
C 0.1 -0.4 0.6
C -0.2 0.4 -0.9
N -0.6 0.3 -0.1
C 0.8 -0.2 -0.4
N -0.2 0.3 0.6
H 0.1 0.0 0.2
H -0.2 0.2 0.1
H 0.1 0.2 0.0
H -0.2 0.2 0.3
H 0.3 0.4 -0.4
H 0.0 -0.3 0.3
H 0.1 0.1 0.2
H 0.2 0.1 0.0
H -0.3 -0.1 0.1
H 0.1 -0.2 0.2
H -0.1 -0.2 -0.3
H 0.0 0.1 -0.2

The energy above the lowest of the compared OMol25 structures with the same formula, charge and spin is 163.0 kJ/mol. Its SMILES is C=CCCNCN. Its maximum force is 0.98 eV/A. For the total energy, the calculation gives -307.1673 a.u. Its orbital gap is 9.85 eV.

=====

4.
C4H5N3O2S2 in the gas phase at a distorted geometry, computed with ωB97M-V with the def2-TZVPD basis set.

Cartesian coordinates (Å):
C  2.7745  0.0378  -0.6578
C  0.7886  -1.1986  0.1527
C  -1.5220  -1.1346  0.0230
C  -1.7784  0.3342  0.3831
N  1.8750  0.8295  -1.0596
N  -0.3048  -1.6802  0.4328
N  0.6469  0.6027  -0.9114
O  -0.4372  2.6821  -0.1211
O  0.4360  1.1063  1.5640
S  2.3859  -1.4343  0.3015
S  -0.2391  1.3305  0.3136
H  3.8011  0.2837  -0.7779
H  -2.3307  -1.7918  0.3388
H  -1.4972  -1.2018  -1.0205
H  -2.6048  0.6034  -0.3112
H  -1.9939  0.6312  1.3500

Force components x, y, z for each atom (eV/Å):
C -0.3 0.8 0.0
C -3.8 1.5 -1.0
C -1.0 0.3 1.0
C 0.8 -0.2 -2.8
N 3.8 1.1 0.0
N 2.4 -1.1 1.1
N -3.7 -4.3 1.3
O -0.7 -0.1 0.3
O -0.4 0.0 0.2
S 1.8 -0.1 -0.2
S 0.9 1.1 -0.9
H 0.7 -0.1 -0.2
H -0.2 0.3 0.3
H -0.3 0.2 -1.9
H 0.9 0.7 0.4
H -0.9 -0.2 2.2

The energy above the lowest of the compared OMol25 structures with the same formula, charge and spin is 236.0 kJ/mol. Its maximum force is 5.85 eV/A. For the total energy, the calculation gives -1266.3862 a.u. Its orbital gap (alpha / beta) is 8.82 / 8.82 eV.

=====

5.
A molecular structure, C35H34ClNOSi2Sr at a distorted geometry, computed with ωB97M-V with the def2-TZVPD basis set.

Cartesian coordinates (Å):
C  -1.0779  -0.6160  1.3665
C  -1.6991  -0.0451  0.2180
C  -1.7269  -1.0385  -0.8038
H  -2.1277  0.9561  0.1493
C  -1.1322  -2.2205  -0.2820
C  -0.7338  -1.9628  1.0588
H  -0.2894  -2.6840  1.7452
H  -0.9582  -0.1352  2.3394
H  -2.1924  -0.9449  -1.7855
H  -1.0453  -3.1709  -0.8094
Sr  0.9952  -0.3710  -0.4793
Si  0.2002  0.1066  -7.2432
C  0.5865  1.6492  -8.2366
C  1.8970  1.9558  -8.6428
H  2.7227  1.2925  -8.3626
C  2.1409  3.1153  -9.3885
H  3.1584  3.3485  -9.7043
C  1.0852  3.9675  -9.7290
H  1.2751  4.8619  -10.3225
C  -0.2152  3.6708  -9.3078
H  -1.0403  4.3366  -9.5584
C  -0.4645  2.5211  -8.5562
H  -1.4714  2.2953  -8.1965
C  0.9506  -1.3145  -8.1728
C  0.5510  -1.4696  -9.5113
H  -0.1116  -0.7341  -9.9712
C  0.9919  -2.5692  -10.2546
H  0.6703  -2.6845  -11.2903
C  1.8435  -3.5150  -9.6728
H  2.1715  -4.3857  -10.2488
C  2.2696  -3.3419  -8.3511
H  2.9536  -4.0644  -7.9037
C  1.8190  -2.2527  -7.5921
H  2.1374  -2.1300  -6.5525
H  -1.2528  -0.1061  -7.3125
Si  1.0843  0.5062  -5.0102
C  0.1667  -1.0964  -4.4802
C  -1.2062  -1.2515  -4.7564
H  -1.7805  -0.4333  -5.2070
C  -1.8697  -2.4541  -4.4893
H  -2.9295  -2.5497  -4.7398
C  -1.1785  -3.5151  -3.9058
H  -1.6869  -4.4670  -3.7276
C  0.1627  -3.3428  -3.5477
H  0.6983  -4.1519  -3.0531
C  0.8315  -2.1447  -3.8233
H  1.8816  -2.0218  -3.5345
C  -0.0911  1.9264  -4.6370
C  -1.2156  1.7786  -3.8122
H  -1.3349  0.8735  -3.2039
C  -2.2104  2.7639  -3.8064
H  -3.1188  2.5929  -3.2304
C  -2.0450  3.9456  -4.5324
H  -2.8285  4.7074  -4.5414
C  -0.8558  4.1526  -5.2392
H  -0.6917  5.0750  -5.7903
C  0.1314  3.1697  -5.2500
H  1.0774  3.3366  -5.7704
H  2.5432  0.7252  -5.0701
Cl  2.0818  0.8088  -2.6926
O  1.5596  2.0086  0.0626
C  2.1452  2.5528  1.2710
C  2.3119  1.4417  2.2781
C  2.6683  1.7361  3.6007
C  2.7792  0.6906  4.5195
C  2.5324  -0.6113  4.0801
C  2.1852  -0.8256  2.7451
N  2.0860  0.1859  1.8512
H  1.6045  2.6514  -0.6731
H  1.4681  3.3182  1.6844
H  3.1184  3.0032  1.0331
H  2.8345  2.7852  3.8496
H  3.0544  0.8949  5.5519
H  2.5907  -1.4652  4.7531
H  1.9815  -1.8298  2.3627

Force components x, y, z for each atom (eV/Å):
C -0.3 -0.1 -0.2
C 0.1 -0.4 0.1
C 0.1 -0.1 0.4
H 0.2 -0.3 0.0
C -0.1 0.2 0.1
C -0.1 0.3 -0.2
H -0.2 0.2 -0.2
H 0.0 -0.1 -0.4
H 0.2 0.0 0.3
H 0.0 0.3 0.2
Sr -0.4 -0.2 -0.2
Si 1.2 0.8 0.5
C -0.3 0.0 -0.3
C -0.4 0.4 -0.1
H -0.3 0.2 -0.2
C -0.1 -0.2 0.2
H -0.3 0.0 0.0
C -0.1 -0.2 0.1
H 0.0 -0.2 0.2
C 0.1 0.0 0.1
H 0.2 -0.1 0.0
C 0.5 0.2 -0.2
H 0.2 0.1 -0.2
C 0.1 -0.5 -0.2
C 0.4 -0.7 0.0
H 0.2 -0.2 0.1
C 0.0 0.1 0.1
H 0.1 0.0 0.2
C 0.0 0.2 0.2
H -0.1 0.3 0.2
C -0.1 0.0 0.0
H -0.2 0.1 -0.1
C -0.1 -0.1 -0.7
H -0.1 -0.1 -0.3
H -0.3 0.2 0.0
Si -1.8 -0.7 -1.1
C 0.5 0.1 0.9
C -0.1 -0.3 -0.1
H 0.3 -0.4 0.2
C 0.2 0.3 0.0
H 0.4 0.0 0.1
C 0.2 0.0 0.1
H 0.2 0.3 0.0
C 0.0 0.0 -0.1
H -0.1 0.1 -0.1
C -0.5 -0.2 -0.1
H -0.3 -0.1 -0.1
C 0.5 0.5 0.5
C -0.2 0.2 -0.4
H -0.1 0.3 -0.3
C 0.2 -0.1 0.2
H 0.2 0.1 0.0
C 0.2 -0.1 -0.1
H 0.2 -0.3 0.0
C 0.0 0.0 0.3
H -0.1 -0.1 0.1
C -0.4 -0.2 -0.1
H -0.4 0.0 -0.1
H -0.2 -0.2 -0.7
Cl 0.4 0.2 1.0
O 0.3 0.9 0.6
C -0.5 -0.1 -0.8
C -0.1 -0.7 0.1
C -0.1 -0.3 -0.3
C 0.0 0.3 -0.5
C -0.1 -0.2 -0.3
C 0.3 0.8 0.1
N 0.2 -0.1 0.9
H 0.1 -0.5 0.4
H 0.3 -0.1 -0.1
H -0.2 0.0 0.1
H 0.0 -0.4 0.2
H -0.1 -0.1 -0.2
H 0.0 0.3 -0.1
H 0.0 0.3 0.2

The energy above the lowest of the compared OMol25 structures with the same formula, charge and spin is 0.0 kJ/mol. Its maximum force is 2.20 eV/A. For the total energy, the calculation gives -2554.0811 a.u. Its orbital gap is 6.81 eV.